[1]
29
Properties=species:S:1:pos:R:3:forces:R:3 method="wB97M-V/def2-TZVPD" smiles=Cc1ccccc1.CC(C)C homo_lumo_gap_ha=0.35930 multiplicity=1 charge=0
C 0.330 -1.995 -2.116 1.50 -1.90 1.05
C 1.039 -0.746 -1.812 2.63 0.82 -0.61
C 0.789 0.499 -2.544 0.14 -0.78 2.50
C 1.299 1.681 -2.070 1.38 -1.42 0.93
C 2.295 1.607 -1.040 -0.89 0.31 -0.50
C 2.643 0.484 -0.355 -1.95 -4.05 -1.85
C 2.015 -0.843 -0.830 1.31 4.31 1.06
H 0.963 -2.877 -2.468 -0.47 1.41 0.06
H -0.344 -1.705 -2.861 -1.95 -0.60 -0.77
H 0.018 -2.344 -1.100 -0.96 0.06 -1.27
H 0.057 0.569 -3.304 -0.78 -0.45 -0.75
H 0.979 2.652 -2.406 0.14 0.08 -0.44
H 2.786 2.516 -0.846 0.45 1.14 0.75
H 3.264 0.435 0.521 0.49 0.32 -0.08
H 2.346 -1.772 -0.320 -0.69 0.63 -0.47
C -2.861 -0.290 1.841 -2.73 0.20 -4.09
C -1.602 0.494 1.403 0.31 0.49 -1.50
C -0.837 1.306 2.475 -1.08 -0.69 0.46
C -0.654 -0.609 0.945 0.21 -1.51 -0.04
H -2.818 -0.688 2.773 0.41 -0.52 3.29
H -3.025 -1.277 1.268 0.77 1.51 0.16
H -3.913 0.128 1.667 1.58 0.29 0.60
H -1.676 1.217 0.466 -0.74 -1.55 1.86
H -0.459 0.516 3.140 0.27 0.60 0.23
H -0.016 1.880 2.027 -0.19 -0.27 0.15
H -1.487 1.969 3.069 0.23 -0.09 -0.29
H 0.309 -0.561 1.400 1.01 0.66 0.05
H -0.893 -1.683 1.194 -0.59 1.09 -0.14
H -0.545 -0.564 -0.119 0.17 -0.08 -0.38

=====

[2]
11
Properties=species:S:1:pos:R:3:forces:R:3 method="wB97M-V/def2-TZVPD" smiles="C[C@@H]1C=C1C#N" homo_lumo_gap_ha=0.40352 multiplicity=1 charge=0
C 1.303 -0.815 0.194 0.02 1.92 -2.11
C 0.414 0.155 -0.592 -2.37 1.34 0.80
C -0.103 1.478 0.130 0.41 -1.53 0.55
C -0.903 0.479 0.095 -3.94 -2.55 -0.61
C -2.419 -0.224 0.241 6.62 3.34 -0.14
N -3.423 -0.519 -0.191 -2.43 -1.01 -0.39
H 1.166 -1.777 -0.174 0.11 -1.87 -0.95
H 1.126 -0.890 1.222 -0.71 0.51 1.57
H 2.298 -0.463 0.055 1.12 -0.24 -0.05
H 0.311 0.295 -1.710 1.00 -0.89 1.35
H 0.230 2.279 0.730 0.16 1.00 0.00

=====

[3]
5
Properties=species:S:1:pos:R:3:forces:R:3 method="wB97M-V/def2-TZVPD" homo_lumo_gap_ha="0.22605 / 0.22486" multiplicity=1 charge=0
N 0.252 0.367 0.188 1.02 1.66 -0.12
S 0.892 1.460 -3.606 0.15 -0.55 2.33
Cl 1.305 1.244 -1.500 -0.96 -0.66 -0.33
H 0.862 -0.289 0.691 0.34 0.05 -0.92
H -0.557 -0.147 -0.094 -0.55 -0.50 -0.97

=====

[4]
12
Properties=species:S:1:pos:R:3:forces:R:3 method="wB97M-V/def2-TZVPD" homo_lumo_gap_ha=0.26782 multiplicity=1 charge=0
N 0.112 0.872 -0.026 2.36 -0.06 -1.49
N -0.545 1.359 -1.215 0.36 0.02 -0.02
C -1.116 -0.112 1.039 -0.29 -3.65 0.90
N -2.249 0.179 0.994 -0.12 0.77 -0.12
H 0.292 1.664 0.585 0.35 -0.06 -0.26
H -0.384 0.664 -1.943 -0.14 0.12 0.17
H -1.546 1.326 -1.001 0.03 -0.22 0.22
C 1.607 -1.492 0.169 -1.54 -3.49 2.48
N 0.904 -1.916 1.020 2.84 1.02 -2.31
H -0.423 -1.057 1.216 -1.86 2.77 0.20
H 1.033 0.357 -0.277 -2.18 1.90 0.52
H 2.315 -1.844 -0.561 0.21 0.87 -0.26

=====

Per-record ΔE to the lowest compared entry with this formula, charge and spin, kcal/mol: 61.0, 102.7, 84.0, 128.6